Here is C2H7NO2S2 in the gas phase in a non-equilibrium geometry from the OMol25 dataset. Energies are from ωB97M-V/def2-TZVPD.

* HOMO-LUMO gap: 10.150 eV
* LUMO level: 0.009 Ha
* charge: 0
* energy relative to the best compared isomer or geometry (same formula, charge and spin): 33.7 kcal per mole

Each atom is followed by the atoms it is bonded to, with distances in Å.
CARTESIAN COORDINATES (ANGSTROEM)
1 C 0.9317 1.2076 -0.1741  C2 1.493, H8 1.087, H9 1.090, H10 1.086
2 C 0.0615 0.0494 -0.5346  C1 1.493, N3 1.573, S4 1.843, H11 1.087
3 N 0.3728 -1.3612 0.0868  C2 1.573, H12 1.014, H13 1.013
4 S -1.6159 0.4881 0.0895  C2 1.843, O5 1.430, O6 1.436, S7 2.134
5 O -2.1978 1.5033 -0.7332  S4 1.430
6 O -1.5389 0.7100 1.5064  S4 1.436
7 S -2.7562 -1.3044 -0.1173  S4 2.134, H14 1.331
8 H 0.8776 1.4108 0.8925  C1 1.087
9 H 0.5472 2.0745 -0.7119  C1 1.090
10 H 1.9655 1.0412 -0.4630  C1 1.086
11 H -0.0462 -0.1119 -1.6038  C2 1.087
12 H 0.4335 -1.2472 1.0921  N3 1.014
13 H -0.3958 -1.9791 -0.1440  N3 1.013
14 H -2.6907 -1.5822 1.1827  S7 1.331